Computed, not measured: a cluster of 11 separate species, C37H94NO41P9 in total, with ωB97M-V with the def2-TZVPD basis set.

## Properties
Gap between HOMO and LUMO (eV): 8.86
Relative energy (zero: lowest compared OMol25 entry of this formula, charge and spin) (kJ/mol): 0.0
Energy (Ha): -7678.59439
HOMO energy (eV): -9.61
Structure (SMILES): O=[N+]([O-])c1ccccc1.COP(=O)(OC)OC.COP(=O)(OC)OC.COP(=O)(OC)OC.COP(=O)(OC)OC.COP(=O)(OC)OC.COP(=O)(OC)OC.COP(=O)(OC)OC.COP(=O)(OC)OC.COP(=O)(OC)OC.CCOC(=O)OC

```
182
Properties=species:S:1:pos:R:3:forces:R:3
O 15.424 7.138 -24.736 -1.356 1.398 -0.376
N 15.613 6.947 -23.557 -3.867 1.461 1.434
O 15.910 7.783 -22.736 0.195 0.344 -0.221
C 15.350 5.591 -23.048 -1.297 -0.758 2.393
C 15.717 5.302 -21.725 -0.165 0.562 0.069
C 15.588 4.028 -21.234 -1.269 -1.018 -0.020
C 14.989 3.035 -22.028 -0.719 0.697 -0.057
C 14.570 3.351 -23.317 0.249 -0.072 0.510
C 14.756 4.635 -23.830 -0.458 -0.408 -0.494
H 16.090 6.078 -21.073 0.207 0.117 -0.214
H 15.888 3.729 -20.238 0.084 0.348 0.070
H 14.824 2.041 -21.635 0.178 0.010 0.045
H 14.224 2.546 -23.950 -0.302 0.206 -0.113
H 14.468 4.866 -24.847 0.060 -0.041 -0.056
C 9.733 4.671 -24.826 -0.148 0.335 -0.674
O 10.033 3.333 -24.444 -0.172 -1.243 0.049
P 10.048 2.142 -25.538 -0.091 1.138 0.024
O 10.343 0.813 -24.968 -0.202 1.047 -0.133
O 8.617 2.294 -26.264 1.268 0.066 -0.170
C 7.469 1.942 -25.519 -0.788 -1.015 0.811
O 11.035 2.714 -26.648 -1.232 0.134 0.266
C 12.457 2.619 -26.497 0.298 -1.512 -0.420
H 8.925 5.080 -24.222 0.260 -0.141 0.442
H 9.363 4.753 -25.851 0.223 -0.267 -0.086
H 10.648 5.254 -24.749 -0.098 0.154 0.161
H 7.691 1.680 -24.481 0.207 0.372 0.019
H 7.010 1.025 -25.898 0.170 0.150 -0.424
H 6.709 2.721 -25.533 0.287 0.243 -0.166
H 12.749 2.307 -25.494 -0.137 0.243 0.038
H 13.032 3.486 -26.812 -0.773 0.296 0.081
H 12.728 1.799 -27.169 0.367 0.232 0.123
C 13.199 7.471 -32.492 -1.421 -0.052 -0.370
O 14.187 6.866 -31.682 0.338 -0.512 0.021
P 14.820 5.450 -32.072 1.206 0.123 0.509
O 14.034 4.574 -32.935 0.044 0.188 -0.022
O 16.255 5.833 -32.694 -1.143 -0.308 0.192
C 17.102 6.759 -32.024 0.938 0.306 -0.384
O 15.192 4.890 -30.620 -0.318 0.775 0.206
C 15.571 3.524 -30.437 0.391 -0.778 -1.373
H 12.412 7.841 -31.834 0.251 0.302 0.132
H 12.666 6.780 -33.149 0.439 -0.384 0.071
H 13.558 8.273 -33.136 0.473 0.069 0.307
H 17.029 7.744 -32.490 -0.273 0.007 0.011
H 18.111 6.389 -32.193 -0.140 0.045 0.154
H 16.973 6.857 -30.948 -0.373 -0.297 -0.039
H 15.154 3.081 -29.538 -0.408 0.403 0.013
H 16.649 3.346 -30.413 0.101 0.726 0.172
H 15.252 3.001 -31.342 -0.296 -0.435 0.379
C 17.759 -2.481 -30.924 0.364 0.071 -1.333
O 17.047 -1.443 -30.274 -0.374 0.136 -0.051
P 16.644 -0.078 -31.031 -0.138 0.306 0.182
O 16.701 -0.069 -32.499 0.254 -0.353 0.796
O 15.209 0.308 -30.488 0.328 -0.264 -0.645
C 14.748 0.213 -29.154 0.903 -0.451 1.170
O 17.578 0.955 -30.267 -0.399 0.439 -0.104
C 19.000 0.859 -30.349 -0.253 -0.236 0.173
H 17.859 -2.246 -31.989 -0.155 -0.019 0.023
H 17.238 -3.435 -30.868 -0.060 0.073 0.401
H 18.786 -2.555 -30.564 -0.165 -0.041 0.472
H 15.289 -0.568 -28.607 -0.105 -0.172 -0.209
H 13.694 -0.049 -29.132 -0.002 0.298 -0.285
H 14.982 1.117 -28.589 -0.406 0.197 -0.265
H 19.435 1.825 -30.101 -0.222 0.103 -0.250
H 19.277 0.549 -31.357 0.283 0.020 0.088
H 19.347 0.161 -29.587 0.009 -0.186 -0.214
C 23.217 -1.107 -23.897 1.181 -0.159 0.379
O 22.090 -1.905 -23.596 -0.873 -0.097 0.145
P 21.314 -1.748 -22.204 -0.090 -0.439 -0.086
O 22.137 -1.942 -21.005 -0.396 0.615 -0.373
O 20.556 -0.349 -22.321 0.440 -0.247 0.481
C 19.561 -0.125 -23.331 0.419 0.150 0.055
O 20.181 -2.844 -22.430 0.835 0.028 -0.888
C 19.280 -3.216 -21.406 -0.253 0.690 1.010
H 24.104 -1.747 -23.859 -0.089 -0.096 -0.203
H 23.442 -0.332 -23.161 -0.505 0.158 -0.015
H 23.145 -0.686 -24.897 -0.373 -0.056 0.155
H 19.946 0.584 -24.064 0.086 -0.113 -0.051
H 18.712 0.353 -22.850 -0.029 -0.274 0.109
H 19.301 -1.069 -23.807 -0.245 0.053 -0.002
H 18.729 -4.099 -21.716 0.048 0.059 -0.189
H 18.611 -2.369 -21.212 -0.144 -0.324 -0.082
H 19.797 -3.416 -20.464 0.158 -0.142 -0.181
C 22.057 -1.510 -30.430 -0.181 -0.908 0.445
O 21.734 -0.349 -29.674 0.133 1.020 0.370
P 22.137 -0.165 -28.140 0.165 -1.016 -1.405
O 21.491 0.976 -27.477 0.514 -0.684 -0.203
O 23.724 -0.116 -28.277 -0.476 0.012 0.247
C 24.502 0.047 -27.085 -0.120 0.411 0.317
O 21.845 -1.645 -27.591 0.474 1.034 0.451
C 20.559 -1.989 -27.076 -0.780 -0.309 -0.081
H 23.095 -1.829 -30.325 0.151 0.468 -0.115
H 21.790 -1.336 -31.467 0.084 0.175 0.021
H 21.478 -2.351 -30.040 -0.165 0.045 -0.168
H 23.885 0.503 -26.305 0.059 -0.271 0.041
H 25.303 0.767 -27.243 0.067 -0.224 -0.431
H 24.897 -0.924 -26.794 -0.006 0.094 0.152
H 20.505 -1.858 -25.997 0.246 -0.117 0.009
H 20.383 -3.025 -27.364 0.139 -0.065 0.302
H 19.727 -1.430 -27.517 0.300 0.288 -0.162
C 21.540 3.139 -25.094 0.303 -2.049 -0.177
O 20.395 3.940 -25.260 -0.699 0.502 0.564
P 19.441 4.259 -24.017 0.430 0.197 0.641
O 20.133 4.789 -22.823 -0.563 -0.156 -0.576
O 18.702 2.860 -23.736 0.468 1.040 -0.361
C 17.574 2.872 -22.832 1.802 -0.429 0.681
O 18.388 5.194 -24.736 1.987 0.520 1.710
C 17.525 6.105 -24.065 2.324 -0.991 -0.827
H 21.972 3.066 -24.093 -0.005 1.009 0.015
H 22.256 3.360 -25.884 0.097 0.483 0.297
H 21.291 2.085 -25.287 -0.297 0.168 -0.202
H 18.018 2.956 -21.837 -0.243 0.236 0.186
H 17.145 1.877 -22.919 -0.209 0.443 0.308
H 16.844 3.663 -22.989 0.921 -0.378 -0.678
H 17.773 7.106 -24.414 0.003 0.043 -0.073
H 17.567 6.083 -22.975 0.900 -0.241 -0.272
H 16.508 5.838 -24.356 3.361 -1.193 -1.228
C 12.154 -1.080 -26.792 -0.963 1.824 0.320
O 12.356 -2.334 -26.179 0.547 -0.910 -0.125
P 13.347 -2.551 -24.950 -0.753 0.159 0.096
O 14.562 -1.747 -24.981 0.576 0.277 -0.115
O 12.449 -2.279 -23.655 0.070 -0.201 -0.503
C 12.237 -0.909 -23.263 0.665 0.106 0.733
O 13.613 -4.100 -24.909 -0.246 0.092 -0.435
C 12.533 -5.067 -24.975 0.091 0.669 0.632
H 11.208 -0.657 -26.440 0.059 -0.270 0.091
H 12.063 -1.077 -27.878 0.406 -0.847 -0.021
H 12.889 -0.324 -26.505 0.366 -0.392 -0.031
H 12.668 -0.826 -22.264 -0.287 0.031 0.168
H 11.187 -0.645 -23.254 -0.055 -0.171 -0.190
H 12.807 -0.199 -23.862 -0.182 -0.139 -0.372
H 11.597 -4.520 -24.868 -0.175 -0.340 -0.006
H 12.704 -5.713 -24.117 -0.248 -0.188 -0.125
H 12.543 -5.627 -25.906 0.232 0.142 -0.067
C 21.665 7.049 -28.383 0.597 0.314 -0.495
O 20.449 6.371 -28.723 -0.009 -0.344 -0.412
P 20.353 5.678 -30.152 -0.121 0.285 -0.457
O 19.062 5.054 -30.442 0.077 0.010 0.476
O 20.764 6.875 -31.148 0.651 -0.597 0.955
C 20.826 6.631 -32.550 -0.501 0.028 -0.816
O 21.567 4.653 -30.259 0.901 0.895 -0.289
C 21.612 3.480 -29.452 -0.836 -0.315 0.342
H 22.012 6.779 -27.389 -0.416 -0.045 0.105
H 21.508 8.123 -28.480 -0.099 -0.036 0.245
H 22.461 6.793 -29.087 -0.040 -0.090 0.043
H 21.615 7.162 -33.087 0.350 0.204 0.819
H 19.904 7.037 -32.968 -0.034 -0.492 -0.168
H 20.974 5.574 -32.769 -0.326 -0.015 -0.014
H 22.333 3.499 -28.633 0.081 0.595 -0.134
H 21.870 2.619 -30.067 -0.240 0.089 -0.152
H 20.612 3.392 -29.025 0.190 -0.601 0.121
C 16.534 0.553 -24.719 0.473 -0.389 -0.886
O 16.799 1.928 -24.952 -0.792 0.706 -1.156
P 16.485 2.628 -26.357 2.878 0.142 0.898
O 15.060 2.736 -26.630 -0.248 -0.511 -1.032
O 17.251 4.003 -26.174 -1.279 -1.207 -0.423
C 17.173 5.040 -27.161 -0.494 -0.110 -0.449
O 17.504 1.871 -27.352 -2.065 0.058 -0.268
C 18.876 1.788 -27.005 0.766 -0.564 0.151
H 17.493 0.063 -24.522 -0.265 0.014 -0.110
H 16.107 0.116 -25.622 -0.253 -0.316 0.354
H 15.895 0.403 -23.849 -0.250 0.179 -0.156
H 18.081 5.637 -27.161 0.169 -0.336 0.167
H 16.338 5.704 -26.936 -0.098 -0.091 0.002
H 17.025 4.585 -28.141 0.080 0.232 -0.122
H 19.077 2.148 -25.996 -0.126 -0.033 -0.183
H 19.522 2.308 -27.714 -0.480 0.294 0.072
H 19.198 0.746 -27.082 -0.351 0.059 0.136
C 15.622 -2.799 -21.878 -0.640 0.357 0.079
C 15.455 -1.400 -21.292 -0.375 -0.301 0.158
O 16.748 -0.884 -20.954 0.261 -0.174 -0.461
C 16.841 0.219 -20.223 0.485 -0.173 0.136
O 15.951 0.958 -19.903 -0.317 0.071 0.037
O 18.127 0.345 -19.893 0.173 -0.227 0.059
C 18.443 1.415 -18.997 -0.059 0.159 -0.178
H 14.667 -3.317 -21.767 0.004 -0.025 0.075
H 16.373 -3.361 -21.331 0.103 -0.028 -0.060
H 15.799 -2.781 -22.952 0.415 0.080 0.059
H 14.865 -1.422 -20.374 -0.020 -0.028 -0.011
H 14.938 -0.746 -21.996 0.167 0.129 -0.040
H 17.759 1.393 -18.151 -0.072 0.257 -0.079
H 18.399 2.345 -19.564 -0.130 0.147 0.328
H 19.458 1.269 -18.637 0.004 -0.231 -0.212
```
Forces are in eV/Å.